Run w
18
Properties=species:S:1:pos:R:3 method="wB97M-V/def2-TZVPD" spin_multiplicity=1 total_charge=+1 smiles="CC(=O)OCc1n[nH]c[nH+]1" homo_lumo_gap_ha=0.3655
O 1.627 0.788 1.770
O 1.268 1.224 -0.400
N -0.909 -0.599 0.777
N -2.219 -0.650 1.090
N -2.134 0.440 -0.691
C 0.321 0.498 -1.133
C 1.894 0.510 0.631
C -2.965 -0.035 0.221
C 2.882 -0.558 0.270
C -0.860 0.077 -0.308
H 0.748 -0.337 -1.677
H -2.391 0.964 -1.512
H 3.494 -0.291 -0.581
H 3.521 -0.666 1.128
H -2.577 -1.104 1.918
H 2.382 -1.507 0.133
H -4.029 0.064 0.246
H -0.054 1.182 -1.881

---

Run x
18
Properties=species:S:1:pos:R:3 method="wB97M-V/def2-TZVPD" spin_multiplicity=1 total_charge=+1 homo_lumo_gap_ha="0.2640 / 0.2637"
O -2.890 -0.570 -0.893
O -2.456 1.156 0.616
N 0.779 1.798 0.587
N 0.263 1.194 -0.400
N -2.223 -0.113 0.004
C -1.041 -0.602 0.339
C 1.156 -1.653 0.416
C -0.257 -1.611 0.727
C 1.776 -0.814 -0.405
C 0.893 0.193 -1.089
H 1.677 1.719 1.036
H 2.844 -1.011 -0.657
H -3.186 1.816 0.278
H 0.176 2.636 0.859
H 1.343 0.907 -1.870
H 0.132 -0.217 -1.754
H 1.629 -2.438 0.794
H -0.615 -2.389 1.411

---

The energetic minimum among the shown structures is run w; the next structure lies 814.1 kJ/mol above.